Arrangement P

{
  "formula": "C32H48O24",
  "method": "wB97M-V/def2-TZVPD",
  "gap_ev": 10.59,
  "lumo_ev": 0.1903,
  "mol_weight_g_mol": 816.71,
  "elements": ["C", "C", "C", "O", "C", "O", "O", "H", "H", "H", "H", "H", "H", "C", "C", "C", "O", "C", "O", "O", "H", "H", "H", "H", "H", "H", "C", "C", "C", "O", "C", "O", "O", "H", "H", "H", "H", "H", "H", "C", "C", "C", "O", "C", "O", "O", "H", "H", "H", "H", "H", "H", "C", "C", "C", "O", "C", "O", "O", "H", "H", "H", "H", "H", "H", "C", "C", "C", "O", "C", "O", "O", "H", "H", "H", "H", "H", "H", "C", "C", "C", "O", "C", "O", "O", "H", "H", "H", "H", "H", "H", "C", "C", "C", "O", "C", "O", "O", "H", "H", "H", "H", "H", "H"],
  "positions_angstrom": [[-6.1858, 0.7437, -6.1458], [-7.5539, 1.5175, -6.3887], [-8.5998, 0.5578, -6.9066], [-9.5814, 0.5437, -5.8855], [-9.2529, 1.2312, -4.8383], [-9.8912, 1.2587, -3.7230], [-7.9513, 1.7800, -5.1103], [-6.0071, 0.0651, -6.9798], [-6.2809, 0.1634, -5.2281], [-5.3432, 1.4345, -6.1159], [-7.4774, 2.5238, -6.8004], [-8.3124, -0.4805, -7.0720], [-8.8919, 0.9309, -7.8883], [11.5171, 0.4651, 2.7612], [10.3043, 0.6800, 3.6178], [9.0590, -0.0260, 3.0150], [8.9598, -1.0679, 3.9336], [9.5927, -0.9698, 5.0132], [9.5832, -1.8933, 5.8863], [10.4510, 0.0885, 4.8409], [11.4493, 0.6681, 1.6924], [12.1629, -0.3907, 2.9578], [12.1820, 1.2320, 3.1584], [9.9922, 1.7241, 3.6448], [9.2585, -0.4908, 2.0495], [8.1295, 0.5421, 3.0515], [-7.1825, -3.1285, 0.8913], [-7.2301, -4.5259, 1.5461], [-7.8340, -4.6772, 2.9346], [-8.8845, -5.5619, 2.7557], [-8.8514, -6.0310, 1.4807], [-9.5684, -6.9426, 1.2001], [-8.0858, -5.1999, 0.7347], [-6.5012, -2.4450, 1.3979], [-8.1920, -2.7188, 0.9249], [-6.8568, -3.1304, -0.1489], [-6.2405, -4.9749, 1.4618], [-7.9728, -3.6464, 3.2608], [-7.0603, -4.8557, 3.6813], [-5.2458, 7.5814, 3.6991], [-4.9945, 6.1922, 3.2411], [-4.0068, 5.3522, 4.0608], [-4.7357, 4.3572, 4.8129], [-5.9047, 4.2443, 4.1959], [-6.5952, 3.2776, 4.5125], [-6.1759, 5.3288, 3.3531], [-5.8321, 7.6599, 4.6147], [-5.7235, 8.1455, 2.8981], [-4.2629, 8.0526, 3.6905], [-4.5924, 6.1569, 2.2286], [-3.3879, 6.0112, 4.6696], [-3.2666, 4.8926, 3.4058], [10.9693, -5.2772, -0.6204], [10.2773, -5.9261, -1.8487], [9.5045, -7.1687, -1.4826], [8.1751, -6.8580, -1.9326], [8.1526, -5.5672, -2.4670], [7.1409, -5.2259, -3.1921], [9.3336, -4.9706, -2.2636], [11.6938, -5.9994, -0.2439], [10.2825, -4.9623, 0.1652], [11.5603, -4.4032, -0.8941], [10.9505, -6.1427, -2.6781], [9.5654, -7.4030, -0.4199], [9.9896, -8.0021, -1.9908], [-3.3042, 12.6594, -4.2201], [-2.0056, 11.9235, -3.5778], [-2.1130, 11.7330, -2.0735], [-2.3102, 10.3723, -1.7999], [-2.2976, 9.7130, -2.9195], [-2.1142, 8.5040, -2.8729], [-2.0719, 10.5089, -3.9548], [-3.3918, 13.7399, -4.1059], [-4.2169, 12.1550, -3.9026], [-3.3295, 12.4988, -5.2979], [-1.0541, 12.4271, -3.7487], [-2.8939, 12.4535, -1.8303], [-1.1436, 12.0209, -1.6668], [4.1569, -7.5134, 3.4586], [2.9549, -7.4211, 2.5965], [2.4618, -8.7156, 1.9417], [1.1165, -8.4643, 1.8314], [0.7367, -7.5838, 2.6993], [-0.3970, -7.3601, 3.0574], [1.8251, -7.0437, 3.2800], [3.7652, -8.2095, 4.2003], [4.6057, -6.5850, 3.8118], [4.9715, -8.0925, 3.0237], [3.3304, -6.8090, 1.7765], [2.6767, -9.6595, 2.4427], [2.8527, -8.7660, 0.9255], [0.2449, -1.5112, -1.7199], [0.5809, 0.0223, -1.5322], [-0.5381, 0.7325, -0.7289], [-0.2311, 0.3818, 0.5545], [1.1187, 0.1785, 0.6591], [1.8213, 0.0808, 1.7490], [1.6033, -0.0425, -0.5478], [-0.5661, -1.8562, -1.0786], [1.0796, -2.2119, -1.7411], [-0.2278, -1.6039, -2.6977], [0.5881, 0.6789, -2.4022], [-1.5381, 0.5076, -1.0999], [-0.4702, 1.8185, -0.6643]]
}

***

Arrangement Q

{
  "formula": "C32H48O24",
  "method": "wB97M-V/def2-TZVPD",
  "gap_ev": 10.36,
  "lumo_ev": -0.2586,
  "mol_weight_g_mol": 816.71,
  "elements": ["C", "C", "C", "O", "C", "O", "O", "H", "H", "H", "H", "H", "H", "C", "C", "C", "O", "C", "O", "O", "H", "H", "H", "H", "H", "H", "C", "C", "C", "O", "C", "O", "O", "H", "H", "H", "H", "H", "H", "C", "C", "C", "O", "C", "O", "O", "H", "H", "H", "H", "H", "H", "C", "C", "C", "O", "C", "O", "O", "H", "H", "H", "H", "H", "H", "C", "C", "C", "O", "C", "O", "O", "H", "H", "H", "H", "H", "H", "C", "C", "C", "O", "C", "O", "O", "H", "H", "H", "H", "H", "H", "C", "C", "C", "O", "C", "O", "O", "H", "H", "H", "H", "H", "H"],
  "positions_angstrom": [[-7.1726, 3.0620, -3.9629], [-7.9140, 2.1192, -2.8727], [-7.1494, 1.6435, -1.6265], [-7.6204, 2.4911, -0.6290], [-8.8267, 2.9177, -1.0063], [-9.6977, 3.3374, -0.2246], [-8.9798, 2.8061, -2.3422], [-6.7626, 4.0427, -3.7218], [-7.8148, 3.2074, -4.8316], [-6.4106, 2.3939, -4.3644], [-8.2356, 1.2082, -3.3774], [-6.1133, 1.8144, -1.9188], [-7.3263, 0.6207, -1.2940], [-0.9474, -4.5596, -0.4619], [-0.1298, -5.8419, -0.6492], [-0.2766, -6.4675, -2.0415], [1.0927, -6.4599, -2.5150], [1.8904, -5.8460, -1.6206], [3.0910, -5.5772, -1.8490], [1.2512, -5.6866, -0.5020], [-0.6622, -3.6967, -1.0637], [-0.7369, -4.3236, 0.5812], [-2.0210, -4.6907, -0.5967], [-0.4371, -6.5512, 0.1192], [-0.9112, -5.7956, -2.6193], [-0.6373, -7.4957, -2.0137], [7.3474, -1.3023, 5.4998], [7.6270, -1.5195, 4.0199], [8.1713, -0.2173, 3.3903], [9.4631, -0.5945, 2.9856], [9.7587, -1.8496, 3.3877], [10.7974, -2.4507, 3.1423], [8.7455, -2.3514, 4.0523], [6.9629, -2.2319, 5.9193], [6.5575, -0.5800, 5.7059], [8.2021, -1.0314, 6.1195], [6.8009, -2.0037, 3.4992], [8.1463, 0.6181, 4.0899], [7.5813, -0.0184, 2.4956], [0.4187, 0.6313, -6.0471], [1.2630, -0.4702, -6.7780], [1.0006, -1.8733, -6.3137], [0.5972, -2.5785, -7.5105], [0.6543, -1.7881, -8.5418], [0.5053, -2.1455, -9.7327], [0.9360, -0.5504, -8.1629], [-0.6712, 0.6225, -6.0497], [0.7843, 1.5590, -6.4874], [0.6427, 0.6476, -4.9805], [2.3425, -0.3607, -6.6743], [0.3450, -1.8208, -5.4445], [1.8440, -2.4478, -5.9308], [-4.6997, 7.3692, 0.0060], [-5.0264, 8.0282, 1.3196], [-6.4618, 8.0971, 1.7939], [-6.4337, 7.5609, 3.0764], [-5.3255, 6.9863, 3.3421], [-5.1053, 6.3342, 4.3454], [-4.4884, 7.2334, 2.3473], [-5.2563, 6.4533, -0.1923], [-3.6214, 7.2100, 0.0190], [-5.0382, 7.9415, -0.8577], [-4.5987, 9.0302, 1.3517], [-7.0922, 7.6159, 1.0462], [-6.8472, 9.1160, 1.7552], [9.1479, -4.3643, -4.7401], [8.7060, -2.9001, -4.5417], [8.7489, -2.3707, -3.1158], [9.3530, -1.1124, -3.1972], [9.9347, -1.0127, -4.4275], [10.6178, -0.0321, -4.7398], [9.6901, -2.0974, -5.1435], [9.2224, -4.5504, -5.8115], [8.4509, -5.0805, -4.3050], [10.1310, -4.5997, -4.3324], [7.7067, -2.8236, -4.9702], [9.3315, -3.0336, -2.4760], [7.7004, -2.3024, -2.8260], [-0.8564, 1.8250, 2.0656], [0.6289, 1.5362, 2.1419], [1.0661, 0.3224, 2.8010], [1.9893, -0.2002, 1.8927], [1.7874, 0.3371, 0.7190], [2.2969, -0.1286, -0.2968], [0.9553, 1.3135, 0.8215], [-1.0595, 2.5630, 1.2894], [-1.1670, 2.2293, 3.0290], [-1.5107, 0.9750, 1.8721], [1.1642, 2.3797, 2.5778], [0.3164, -0.4204, 3.0734], [1.5733, 0.5274, 3.7438], [-6.1245, -0.5124, 8.6161], [-5.6485, -0.0789, 7.2085], [-4.4963, -0.8693, 6.5921], [-5.0315, -1.4602, 5.4749], [-6.3340, -1.0224, 5.3141], [-6.9892, -1.2008, 4.2844], [-6.7249, -0.4069, 6.3871], [-6.1208, -1.6022, 8.6321], [-7.1872, -0.2916, 8.7167], [-5.4418, -0.1831, 9.3993], [-5.4399, 0.9889, 7.1426], [-4.0949, -1.6407, 7.2492], [-3.6634, -0.2402, 6.2780]]
}

***

It is arrangement Q that is most stable; the runner-up trails by 4.026 eV.

***

Arrangement P

{
  "formula": "C5H8N2",
  "method": "wB97M-V/def2-TZVPD",
  "gap_ev": 9.86,
  "lumo_ev": 1.1107,
  "mol_weight_g_mol": 96.13,
  "elements": ["C", "C", "C", "C", "C", "H", "H", "H", "H", "H", "H", "H", "H", "N", "N"],
  "positions_angstrom": [[-1.4539, 0.2219, -0.0115], [-0.2587, 1.3084, 0.2620], [0.7222, 0.3828, -0.3405], [2.0950, -0.2556, -0.1177], [-1.0457, -1.3525, -0.0244], [-2.1167, 0.3130, 1.0279], [-2.2170, 0.1588, -0.8620], [-0.5628, 2.2001, -0.3057], [-0.0376, 1.6401, 1.3239], [0.3065, -0.1606, -1.1950], [2.9234, 0.3789, 0.5261], [2.6409, -0.5246, -1.0685], [-2.0199, -1.8584, -0.1342], [0.9387, -0.7103, 0.7732], [0.0856, -1.7419, 0.1463]]
}

***

Arrangement Q

{
  "formula": "C5H8N2",
  "method": "wB97M-V/def2-TZVPD",
  "gap_ev": 8.69,
  "lumo_ev": 0.7789,
  "mol_weight_g_mol": 96.13,
  "elements": ["C", "N", "C", "C", "C", "C", "N", "H", "H", "H", "H", "H", "H", "H", "H"],
  "positions_angstrom": [[-0.1415, 0.7475, -1.6545], [-0.2675, 0.2565, -0.3562], [-1.4501, 0.3734, 0.3454], [-1.2971, -0.4069, 1.4821], [0.0468, -0.9371, 1.4857], [0.6799, -0.4624, 0.3649], [1.9392, -0.7259, -0.2060], [0.8183, 0.5187, -2.1312], [-0.9991, 0.6380, -2.3018], [-0.7630, 2.1129, -1.3404], [-2.0170, 1.3911, -0.3160], [-2.0148, -0.5015, 2.2825], [0.5136, -1.5209, 2.2735], [2.5812, 0.0605, -0.1375], [2.3709, -1.5439, 0.2097]]
}

***

Arrangement R

{
  "formula": "C5H8N2",
  "method": "wB97M-V/def2-TZVPD",
  "gap_ev": [7.95, 8.03],
  "lumo_ev": [0.6228, 0.7098],
  "mol_weight_g_mol": 96.13,
  "elements": ["C", "C", "C", "C", "N", "C", "N", "H", "H", "H", "H", "H", "H", "H", "H"],
  "positions_angstrom": [[1.2262, 0.4444, -1.2561], [0.3175, 0.3652, -0.0791], [-1.1596, 0.6125, -0.1853], [-1.9707, -0.4538, -0.7992], [-2.5899, -1.2923, -1.2960], [0.2131, -0.9870, 1.7491], [0.8339, 0.0063, 1.1088], [0.6412, 0.4958, -2.1743], [1.9232, 1.2925, -1.2332], [1.8284, -0.4692, -1.3129], [-1.3233, 1.5206, -0.7864], [-1.5602, 0.8027, 0.8203], [-0.1567, -1.8039, 1.1502], [0.0942, -0.9787, 2.8182], [1.6828, 0.4450, 1.4759]]
}

***

It is arrangement R that is most stable; the runner-up trails by 0.501 eV.

***

Arrangement P

{
  "formula": "C5H8N2",
  "method": "wB97M-V/def2-TZVPD",
  "gap_ev": [8.38, 8.27],
  "lumo_ev": [0.7289, 0.4963],
  "mol_weight_g_mol": 96.13,
  "elements": ["C", "C", "C", "C", "C", "N", "N", "H", "H", "H", "H", "H", "H", "H", "H"],
  "positions_angstrom": [[-1.2363, 0.7295, -0.4189], [-0.7371, -0.4800, -0.2425], [-2.6374, 0.2332, -0.1159], [-2.0120, -1.1588, 0.1567], [3.5473, 0.1945, 0.0515], [1.6288, -1.1088, -0.3988], [2.1599, -0.1115, -0.0826], [-3.1286, 0.6904, 0.7442], [-3.2993, 0.2540, -0.9799], [-2.3626, -1.9668, -0.4834], [-2.0347, -1.4667, 1.1983], [3.7022, 0.5183, 1.0780], [4.2155, -0.6422, -0.1889], [3.7552, 1.0433, -0.5992], [-0.8622, 1.6979, -0.6866]]
}

***

Arrangement Q

{
  "formula": "C5H8N2",
  "method": "wB97M-V/def2-TZVPD",
  "gap_ev": 10.90,
  "lumo_ev": 0.8824,
  "mol_weight_g_mol": 96.13,
  "elements": ["C", "C", "C", "N", "C", "C", "N", "H", "H", "H", "H", "H", "H", "H", "H"],
  "positions_angstrom": [[-0.5146, 1.3268, -0.0590], [-0.2602, -0.1642, -0.1100], [-1.3107, -1.0029, 0.5813], [0.3370, -0.7089, -1.3229], [1.1409, -0.6856, -0.0954], [2.1886, 0.2854, 0.1327], [2.9687, 1.1038, 0.3833], [-0.7022, 1.6656, 0.9650], [-1.4065, 1.5444, -0.6569], [0.3193, 1.9098, -0.4604], [-1.3174, -2.0240, 0.1896], [-1.1081, -1.0417, 1.6589], [-2.3075, -0.5691, 0.4471], [0.6191, 0.0354, -1.9581], [1.3535, -1.6751, 0.3049]]
}

***

Arrangement R

{
  "formula": "C5H8N2",
  "method": "wB97M-V/def2-TZVPD",
  "gap_ev": 5.96,
  "lumo_ev": -1.3965,
  "mol_weight_g_mol": 96.13,
  "elements": ["C", "C", "C", "C", "N", "C", "N", "H", "H", "H", "H", "H", "H", "H", "H"],
  "positions_angstrom": [[-0.1741, -1.8007, 0.7977], [-1.1448, -1.7189, -0.2312], [-0.6700, -0.2407, 0.2684], [0.2260, 0.3348, -0.6691], [2.0210, 1.9685, -0.9886], [1.1666, 1.3395, -0.2748], [-1.4349, 0.2771, 1.1881], [0.8613, -2.0523, 0.6193], [1.8354, 1.8446, -1.9844], [-0.5086, -1.7865, 1.8216], [-0.9431, -1.9342, -1.2695], [-2.1337, -1.9970, 0.1021], [0.1196, 0.0766, -1.7168], [1.2361, 1.4924, 0.8080], [-1.4027, 1.2948, 1.2137]]
}

***

Arrangement S

{
  "formula": "C5H8N2",
  "method": "wB97M-V/def2-TZVPD",
  "gap_ev": 8.54,
  "lumo_ev": 1.0750,
  "mol_weight_g_mol": 96.13,
  "elements": ["C", "N", "C", "C", "C", "N", "C", "H", "H", "H", "H", "H", "H", "H", "H"],
  "positions_angstrom": [[2.3193, 0.1410, 0.0792], [0.9089, -0.0773, -0.1472], [0.3224, -1.3066, -0.0917], [-1.0354, -1.1494, 0.0187], [-1.2933, 0.2514, 0.0487], [-2.5691, 0.8188, 0.2344], [-0.0783, 0.8897, -0.0573], [2.8558, -0.7820, -0.1565], [2.7067, 0.9392, -0.5609], [2.5151, 0.3973, 1.1273], [0.9286, -2.2022, -0.1267], [-1.7730, -1.9393, 0.0769], [-3.2913, 0.2805, -0.2272], [-2.6286, 1.7829, -0.0655], [0.1686, 1.9433, -0.0927]]
}

***

It is arrangement S that is most stable; the runner-up trails by 0.778 eV.

***

Arrangement P

{
  "formula": "C5H8N2",
  "method": "wB97M-V/def2-TZVPD",
  "gap_ev": [7.73, 7.73],
  "lumo_ev": [0.8576, 0.8576],
  "mol_weight_g_mol": 96.13,
  "elements": ["C", "C", "C", "C", "C", "N", "N", "H", "H", "H", "H", "H", "H", "H", "H"],
  "positions_angstrom": [[0.1045, 0.6591, -0.2944], [0.5699, -0.0046, 0.8125], [-0.9032, 1.3796, 1.6835], [1.0620, -0.6089, -1.5149], [0.3055, -1.3692, -2.2822], [1.1168, -0.8486, 1.4778], [-2.0842, 1.0925, 1.9996], [0.9683, -0.9111, 2.4803], [-2.4294, 0.2345, 1.5488], [-0.8918, 0.4381, -0.6580], [0.5875, 1.5980, -0.5293], [-0.4693, 2.2921, 2.1185], [2.1468, -0.5872, -1.5651], [-0.7801, -1.3802, -2.1869], [0.6967, -1.9840, -3.0901]]
}

***

Arrangement Q

{
  "formula": "C5H8N2",
  "method": "wB97M-V/def2-TZVPD",
  "gap_ev": 8.79,
  "lumo_ev": 1.0462,
  "mol_weight_g_mol": 96.13,
  "elements": ["C", "C", "C", "N", "C", "N", "C", "H", "H", "H", "H", "H", "H", "H", "H"],
  "positions_angstrom": [[2.1414, 0.9577, -0.4835], [0.9003, 0.1989, -0.1144], [0.7546, -0.6851, 0.9264], [-0.5688, -1.0503, 0.9937], [-1.2757, -0.4107, 0.0128], [-2.6732, -0.6203, -0.0662], [-0.3911, 0.3626, -0.7000], [3.0430, 0.4278, -0.1581], [2.2105, 1.1122, -1.5641], [2.1486, 1.9456, -0.0038], [1.4848, -1.0640, 1.6302], [-0.9788, -1.7158, 1.6280], [-3.1676, 0.0881, 0.4676], [-2.9911, -0.5430, -1.0248], [-0.6368, 0.9963, -1.5438]]
}

***

Arrangement R

{
  "formula": "C5H8N2",
  "method": "wB97M-V/def2-TZVPD",
  "gap_ev": [6.96, 6.96],
  "lumo_ev": [-0.1679, -0.1676],
  "mol_weight_g_mol": 96.13,
  "elements": ["C", "C", "N", "C", "C", "N", "C", "H", "H", "H", "H", "H", "H", "H", "H"],
  "positions_angstrom": [[0.9975, -0.7027, -1.5459], [0.3919, 0.6362, -1.1699], [0.0702, 0.6319, 0.2564], [-1.3015, 0.2809, 0.3466], [-1.3780, -0.3008, 1.6731], [-0.2227, -0.1881, 2.3069], [0.6406, 0.3775, 1.4142], [1.1712, -0.7410, -2.6264], [1.9657, -0.8864, -1.0437], [0.3381, -1.5429, -1.2874], [-1.2292, 0.0213, -0.8746], [1.0495, 1.4724, -1.4214], [-1.9450, 1.1570, 0.2095], [-2.2424, -0.7459, 2.1545], [1.6940, 0.5308, 1.6080]]
}

***

It is arrangement Q that is most stable; the runner-up trails by 4.564 eV.